Entry from the Open Molecules 2025 dataset: a structure of composition C45H27I2N10OV at a distorted geometry (ωB97M-V with the def2-TZVPD basis set).

Geometry as ORCA input:
```
! wB97M-V def2-TZVPD RIJCOSX def2/J DEFGRID3
* xyz -1 2
V -0.39 0.52 0.02
C -0.86 -6.38 -1.99
C -0.99 -6.73 -0.62
C -0.97 -5.78 0.36
C -0.83 -4.43 -0.02
C -0.76 -3.19 0.66
N -0.76 -3.04 2.06
C -1.60 -0.82 2.42
C -2.12 -0.41 3.78
C -2.39 -1.16 4.91
C -2.92 -0.49 6.01
C -3.18 0.88 5.96
C -2.91 1.61 4.81
C -2.38 0.94 3.73
C -1.97 1.44 2.40
N -2.17 2.65 2.01
C -1.83 3.02 0.77
N -1.32 2.21 -0.23
C -1.00 3.05 -1.30
N -0.51 2.68 -2.49
C -0.29 1.45 -2.80
N -0.33 0.33 -1.99
C -0.24 -0.80 -2.85
N -0.38 -2.04 -2.60
C -0.61 -2.67 -1.44
N -0.64 -2.13 -0.16
C -0.72 -4.07 -1.39
C -0.72 -5.08 -2.38
C 0.01 -0.32 -4.21
C 0.22 -1.01 -5.40
C 0.44 -0.26 -6.55
C 0.43 1.14 -6.51
C 0.19 1.82 -5.33
C 0.00 1.06 -4.18
C -1.35 4.38 -0.98
C -1.25 5.59 -1.70
C -1.68 6.73 -1.09
C -2.22 6.71 0.23
C -2.33 5.55 0.93
C -1.89 4.36 0.32
N -1.37 0.42 1.70
H -0.87 -7.17 -2.74
H -1.10 -7.78 -0.35
H -1.07 -6.06 1.40
H -2.19 -2.22 4.95
H -3.13 -1.04 6.92
H -3.59 1.38 6.83
H -3.11 2.67 4.75
H -0.63 -4.80 -3.42
H 0.22 -2.09 -5.42
H 0.63 -0.76 -7.49
H 0.60 1.69 -7.43
H 0.15 2.90 -5.27
H -0.83 5.59 -2.70
H -1.61 7.68 -1.62
H -2.54 7.65 0.67
H -2.74 5.52 1.94
I 6.84 3.41 -0.68
C 4.89 2.75 -0.31
C 4.05 3.52 0.46
C 2.76 3.07 0.72
I 1.46 4.21 1.85
C 2.32 1.85 0.19
O 1.10 1.44 0.50
C 3.18 1.08 -0.60
C 2.72 -0.23 -1.19
N 1.96 -1.02 -0.24
C 2.73 -1.39 0.95
C 1.83 -2.09 1.93
C 2.07 -3.36 2.31
C 1.13 -4.16 3.07
C -0.19 -4.01 2.93
C -0.40 -1.71 2.37
N 0.78 -1.27 2.34
C 4.47 1.54 -0.84
H 4.38 4.47 0.87
H 3.61 -0.75 -1.58
H 2.07 -0.03 -2.05
H 1.61 -1.86 -0.70
H 3.14 -0.47 1.39
H 3.58 -2.05 0.71
H 3.00 -3.81 2.00
H 1.49 -4.93 3.73
H -0.89 -4.59 3.52
H -2.39 -1.39 1.91
H 5.14 0.93 -1.43
*
```

The largest force on an atom comes out at 1.33 eV/A. As for the gap between HOMO and LUMO (spin up / spin down): 5.10 / 4.81 eV. Its lowest unoccupied orbital energy (spin up / spin down) is 1.801 / 1.454 eV.

---

Entry from the Open Molecules 2025 dataset: a structure of composition C3H10N3O at a distorted geometry (ωB97M-V with the def2-TZVPD basis set).

Geometry as ORCA input:
```
! wB97M-V def2-TZVPD RIJCOSX def2/J DEFGRID3
* xyz 1 1
C 0.34 0.39 0.01
C -1.35 -0.19 2.33
C -2.33 0.58 2.13
N 1.45 0.19 -0.59
N 1.40 0.11 -3.48
N -0.98 -1.37 2.72
O 0.13 0.06 1.17
H -0.52 0.80 -0.59
H -3.24 0.39 2.72
H -2.34 1.55 1.52
H 1.52 0.28 -1.61
H 2.34 0.28 -0.12
H 1.02 0.91 -4.01
H 1.19 -0.76 -4.02
H 2.42 0.11 -3.48
H -0.75 -1.94 1.92
H -0.30 -1.38 3.39
*
```

The largest force on an atom comes out at 4.73 eV/A. As for the gap between HOMO and LUMO: 11.21 eV. For the energy relative to the best compared isomer or geometry (same formula, charge and spin), the calculation gives 82.5 kcal/mol. Its lowest unoccupied orbital energy is -3.032 eV.

---

Entry from the Open Molecules 2025 dataset: a cluster of 2 separate species, ClFN2O2 in total at a distorted geometry (ωB97M-V with the def2-TZVPD basis set).

Geometry as ORCA input:
```
! wB97M-V def2-TZVPD RIJCOSX def2/J DEFGRID3
* xyz 0 1
N 0.76 0.21 -1.31
N -0.02 0.14 -0.12
O -0.79 0.93 0.28
O 0.42 -0.83 0.43
F 0.28 1.12 -2.15
Cl -0.65 -1.58 2.87
*
```

The largest force on an atom comes out at 1.89 eV/A. As for the gap between HOMO and LUMO (spin up / spin down): 8.04 / 8.82 eV. For the energy relative to the best compared isomer or geometry (same formula, charge and spin), the calculation gives 41.0 kcal/mol. Its lowest unoccupied orbital energy (spin up / spin down) is -3.441 / -3.141 eV.

---

Entry from the Open Molecules 2025 dataset: a structure of composition C3H4ClN2O2S at a distorted geometry (ωB97M-V with the def2-TZVPD basis set).

Geometry as ORCA input:
```
! wB97M-V def2-TZVPD RIJCOSX def2/J DEFGRID3
* xyz 1 1
C 0.79 0.51 0.10
C 0.63 -0.43 1.08
C -1.23 -0.28 -0.13
N -0.29 0.46 -0.69
N -0.64 -0.89 0.89
O -2.63 -0.98 2.46
O -2.65 -3.19 0.18
S -1.85 -1.95 1.77
Cl -0.65 -2.99 3.01
H 1.63 0.98 -0.36
H 1.17 -0.60 2.02
H -2.12 -0.66 -0.63
H -0.47 1.26 -1.36
*
```

The largest force on an atom comes out at 4.43 eV/A. As for the gap between HOMO and LUMO: 8.46 eV. For the energy relative to the best compared isomer or geometry (same formula, charge and spin), the calculation gives 117.0 kcal/mol. Its lowest unoccupied orbital energy is -6.640 eV.

---

Entry from the Open Molecules 2025 dataset: a cluster of 2 separate species, C2H8N4O in total at a distorted geometry (ωB97M-V with the def2-TZVPD basis set).

Geometry as ORCA input:
```
! wB97M-V def2-TZVPD RIJCOSX def2/J DEFGRID3
* xyz 2 1
C -0.09 1.07 0.20
C -2.19 -0.03 -0.32
N -1.02 0.31 -0.25
N 1.30 0.85 0.05
N 1.37 -0.53 -0.15
N 1.83 -1.34 1.10
O -3.13 0.34 -1.12
H -0.37 2.04 0.76
H -3.53 1.17 -2.64
H 2.11 1.42 0.13
H 1.79 -0.78 -0.97
H 1.21 -0.90 1.81
H 2.83 -1.12 1.48
H 1.89 -2.32 0.98
H -4.00 -0.17 -1.06
*
```

The largest force on an atom comes out at 5.77 eV/A. As for the gap between HOMO and LUMO (spin up / spin down): 9.37 / 6.53 eV. For the energy relative to the best compared isomer or geometry (same formula, charge and spin), the calculation gives 174.1 kcal/mol. Its lowest unoccupied orbital energy (spin up / spin down) is -8.313 / -10.214 eV.

---

Entry from the Open Molecules 2025 dataset: a cluster of 11 separate species, C28H54Cl20N2O3 in total at a distorted geometry (ωB97M-V with the def2-TZVPD basis set).

Geometry as ORCA input:
```
! wB97M-V def2-TZVPD RIJCOSX def2/J DEFGRID3
* xyz 0 1
H 1.60 -2.05 -3.93
N 1.94 -2.18 -2.97
C 1.24 -1.53 -2.14
C 1.62 -1.60 -0.69
C 0.05 -0.68 -2.60
C -0.93 -0.30 -1.49
O -0.39 0.76 -0.70
C -0.91 1.90 -1.22
O -0.33 2.92 -1.31
O -2.18 1.66 -1.61
C -2.28 0.27 -1.99
C -3.49 -0.31 -1.27
C -3.93 -1.67 -1.84
N -4.79 -2.46 -0.98
H 0.79 -1.50 0.00
H 2.09 -2.57 -0.51
H 2.34 -0.81 -0.44
H 0.43 0.25 -3.03
H -0.47 -1.25 -3.38
H -1.14 -1.20 -0.90
H -2.41 0.16 -3.07
H -3.26 -0.37 -0.20
H -4.31 0.41 -1.37
H -3.03 -2.27 -2.03
H -4.41 -1.51 -2.81
H -5.64 -1.96 -0.74
H -4.31 -2.70 -0.12
Cl 3.11 2.04 -7.64
C 2.65 2.28 -5.94
C 2.52 0.97 -5.20
Cl 1.13 0.00 -5.75
H 1.72 2.84 -5.92
H 3.43 2.88 -5.48
H 2.37 1.17 -4.14
H 3.42 0.36 -5.31
Cl 2.91 5.14 -3.44
C 1.27 5.44 -2.78
C 0.75 6.80 -3.16
Cl 1.66 8.11 -2.36
H 1.32 5.32 -1.71
H 0.62 4.67 -3.18
H -0.28 6.89 -2.84
H 0.81 6.97 -4.23
Cl -4.55 2.76 1.07
C -3.45 2.80 2.48
C -2.20 2.00 2.23
Cl -2.53 0.25 2.12
H -4.01 2.44 3.34
H -3.19 3.84 2.64
H -1.51 2.14 3.06
H -1.71 2.29 1.31
Cl 3.72 5.32 2.06
C 3.37 4.17 0.75
C 1.90 4.12 0.42
Cl 0.92 3.41 1.73
H 3.73 3.19 1.06
H 3.93 4.49 -0.12
H 1.74 3.50 -0.46
H 1.51 5.12 0.22
Cl 2.00 -4.16 3.72
C 1.47 -2.70 4.58
C -0.02 -2.66 4.81
Cl -0.92 -2.50 3.28
H 1.79 -1.84 3.99
H 1.99 -2.68 5.54
H -0.27 -1.79 5.43
H -0.38 -3.56 5.31
Cl -5.55 7.92 2.72
C -5.79 6.79 1.36
C -7.23 6.73 0.92
Cl -8.28 5.97 2.14
H -5.43 5.82 1.67
H -5.17 7.15 0.54
H -7.30 6.13 0.01
H -7.62 7.72 0.71
Cl 5.38 2.42 -12.03
C 3.77 2.81 -11.37
C 2.66 2.10 -12.10
Cl 2.46 2.70 -13.76
H 3.65 3.89 -11.41
H 3.77 2.50 -10.32
H 1.72 2.28 -11.58
H 2.84 1.03 -12.15
Cl -1.36 -5.84 3.32
C -0.86 -7.39 4.05
C -1.00 -7.37 5.55
Cl 0.18 -6.27 6.31
H 0.16 -7.59 3.74
H -1.51 -8.16 3.64
H -0.81 -8.36 5.95
H -1.99 -7.05 5.84
Cl 5.68 -3.72 2.48
C 6.45 -5.31 2.35
C 5.50 -6.38 1.88
Cl 4.24 -6.74 3.09
H 6.86 -5.56 3.33
H 7.27 -5.22 1.64
H 6.04 -7.30 1.70
H 5.00 -6.08 0.96
Cl -1.64 -4.01 8.58
C -1.19 -5.49 9.47
C -1.37 -5.33 10.95
Cl -0.20 -4.18 11.65
H -0.17 -5.73 9.21
H -1.84 -6.28 9.11
H -1.21 -6.29 11.44
H -2.37 -4.97 11.20
*
```

As for the structure (SMILES): [H]/N=C(/C)C[C@H]1OC(=O)O[C@@H]1CCN.ClCCCl.ClCCCl.ClCCCl.ClCCCl.ClCCCl.ClCCCl.ClCCCl.ClCCCl.ClCCCl.ClCCCl. The largest force on an atom comes out at 1.28 eV/A. As for the gap between HOMO and LUMO: 9.80 eV. For the energy relative to the best compared isomer or geometry (same formula, charge and spin), the calculation gives 0.0 kcal/mol. Its lowest unoccupied orbital energy is 0.205 eV.

---

Entry from the Open Molecules 2025 dataset: a structure of composition C57H40F4InN5O4S5 (ωB97M-V with the def2-TZVPD basis set).

Geometry as ORCA input:
```
! wB97M-V def2-TZVPD RIJCOSX def2/J DEFGRID3
* xyz -2 1
In -0.38 -0.03 0.12
C -2.13 1.68 -9.71
O -2.39 2.50 -8.60
C -2.02 2.02 -7.37
C -1.43 0.78 -7.16
C -1.08 0.40 -5.87
C -1.32 1.22 -4.77
C -1.95 2.45 -5.00
C -2.29 2.84 -6.28
C -0.91 0.78 -3.41
C -0.02 1.59 -2.71
C 0.47 2.88 -3.16
C 1.16 3.42 -2.13
C 1.17 2.43 -1.08
N 0.47 1.34 -1.46
C 2.01 2.54 0.06
C 2.56 1.37 0.63
C 3.84 1.25 1.27
C 4.10 -0.07 1.37
C 2.93 -0.77 0.88
C 2.74 -2.15 0.94
C 3.88 -3.00 1.36
C 4.38 -3.94 0.45
C 5.48 -4.72 0.77
C 6.10 -4.58 2.00
O 7.20 -5.38 2.22
C 7.83 -5.27 3.47
C 5.59 -3.69 2.93
C 4.49 -2.90 2.60
C 1.54 -2.81 0.63
N 0.46 -2.29 0.01
C -0.48 -3.28 -0.03
C -1.65 -3.22 -0.80
C -2.61 -4.36 -0.75
C -3.90 -4.16 -0.26
C -4.79 -5.21 -0.16
C -4.42 -6.49 -0.56
O -5.36 -7.47 -0.41
C -4.95 -8.79 -0.66
C -3.15 -6.70 -1.07
C -2.26 -5.64 -1.16
C -1.88 -2.17 -1.70
C -2.81 -2.22 -2.80
C -2.53 -1.14 -3.58
C -1.46 -0.42 -2.93
N -1.10 -1.06 -1.80
C 0.00 -4.45 0.66
C 1.27 -4.17 1.04
N 2.03 0.14 0.42
C 2.26 3.91 0.56
C 3.48 4.41 1.01
C 3.57 5.66 1.59
C 2.44 6.46 1.74
O 2.62 7.66 2.37
C 1.45 8.32 2.79
C 1.23 6.00 1.25
C 1.14 4.75 0.66
H -2.48 2.22 -10.58
H -2.67 0.73 -9.64
H -1.06 1.47 -9.82
H -1.22 0.11 -7.98
H -0.61 -0.56 -5.70
H -2.18 3.08 -4.16
H -2.77 3.79 -6.46
H 0.33 3.30 -4.14
H 1.68 4.36 -2.10
H 4.49 2.05 1.59
H 5.00 -0.53 1.76
H 3.90 -4.05 -0.51
H 5.88 -5.44 0.06
H 8.67 -5.97 3.45
H 7.15 -5.54 4.29
H 8.21 -4.26 3.64
H 6.03 -3.58 3.91
H 4.09 -2.21 3.33
H -4.19 -3.17 0.06
H -5.79 -5.06 0.24
H -5.79 -9.43 -0.37
H -4.08 -9.06 -0.06
H -4.73 -8.95 -1.72
H -2.84 -7.68 -1.41
H -1.27 -5.81 -1.57
H -3.55 -2.99 -2.96
H -3.02 -0.85 -4.50
H -0.56 -5.36 0.84
H 1.96 -4.80 1.58
H 4.38 3.82 0.92
H 4.52 6.02 1.97
H 1.77 9.17 3.39
H 0.82 7.66 3.41
H 0.85 8.69 1.95
H 0.33 6.60 1.34
H 0.18 4.38 0.34
S 3.71 2.13 5.90
C 2.48 1.57 4.93
S 2.11 -0.10 4.71
C 0.78 0.06 3.56
C 0.50 1.34 3.19
S -0.70 1.78 2.03
S 1.45 2.59 4.00
S -0.02 -1.31 2.97
F -2.13 1.13 -0.52
F -6.93 1.87 2.61
C -6.83 0.52 2.52
F -7.82 0.12 1.69
F -7.14 0.04 3.75
C -5.48 0.07 2.05
C -5.21 -0.03 0.70
C -3.96 -0.47 0.31
N -3.01 -0.80 1.18
C -3.26 -0.67 2.47
C -4.49 -0.24 2.97
H -5.96 0.23 -0.04
H -3.71 -0.57 -0.74
H -2.44 -0.91 3.14
H -4.66 -0.17 4.03
*
```

The largest force on an atom comes out at 0.62 eV/A. As for the gap between HOMO and LUMO: 4.70 eV. For the energy relative to the best compared isomer or geometry (same formula, charge and spin), the calculation gives 7.5 kcal/mol. Its lowest unoccupied orbital energy is 3.459 eV.

---

Entry from the Open Molecules 2025 dataset: a cluster of 2 separate species, C6H7N4O in total at a distorted geometry (ωB97M-V with the def2-TZVPD basis set).

Geometry as ORCA input:
```
! wB97M-V def2-TZVPD RIJCOSX def2/J DEFGRID3
* xyz -1 1
C -1.03 1.37 1.02
C 0.10 0.26 -1.54
C 0.44 0.14 -0.29
C 1.26 -0.50 0.66
C 0.75 -0.47 -2.69
C 0.58 -1.70 1.33
N -1.71 2.36 0.49
N -1.31 1.05 2.27
N -2.48 2.71 1.51
N -2.25 1.93 2.55
O 2.38 -0.14 1.00
H -0.71 0.92 -1.83
H 1.63 -1.02 -2.36
H 1.04 0.24 -3.46
H 0.04 -1.18 -3.13
H -0.50 -1.67 1.17
H 0.99 -2.61 0.89
H 0.79 -1.69 2.39
*
```

The largest force on an atom comes out at 4.87 eV/A. As for the gap between HOMO and LUMO: 8.69 eV. For the energy relative to the best compared isomer or geometry (same formula, charge and spin), the calculation gives 51.4 kcal/mol. Its lowest unoccupied orbital energy is 3.240 eV.

---

Entry from the Open Molecules 2025 dataset: a cluster of 2 separate species, C7H15B in total at a distorted geometry (ωB97M-V with the def2-TZVPD basis set).

Geometry as ORCA input:
```
! wB97M-V def2-TZVPD RIJCOSX def2/J DEFGRID3
* xyz 0 1
B -0.11 0.74 -0.30
C 2.04 -0.88 2.30
C 1.86 -1.00 0.99
C 2.17 -1.83 -0.15
C -1.82 2.87 -0.81
C -1.24 -1.58 -0.11
C -0.59 2.23 -0.07
C -0.63 -0.51 -1.08
H 2.54 -1.50 2.97
H 1.59 -0.02 2.84
H 1.12 -2.16 -0.59
H 2.58 -1.31 -0.96
H 2.88 -2.64 0.11
H -1.74 2.90 -1.91
H -2.87 2.52 -0.63
H -1.73 3.87 -0.32
H -0.54 -1.94 0.72
H -2.15 -1.22 0.49
H -1.56 -2.50 -0.66
H 0.25 2.87 -0.36
H -0.86 2.34 1.04
H 0.09 -1.05 -1.59
H -1.28 -0.21 -1.90
*
```

The largest force on an atom comes out at 2.59 eV/A. As for the gap between HOMO and LUMO (spin up / spin down): 7.94 / 7.19 eV. For the energy relative to the best compared isomer or geometry (same formula, charge and spin), the calculation gives 146.4 kcal/mol. Its lowest unoccupied orbital energy (spin up / spin down) is 0.571 / 0.567 eV.

---

Entry from the Open Molecules 2025 dataset: a structure of composition C2H5NO2S (ωB97M-V with the def2-TZVPD basis set).

Geometry as ORCA input:
```
! wB97M-V def2-TZVPD RIJCOSX def2/J DEFGRID3
* xyz 0 1
C 0.50 0.87 -0.40
C 0.38 1.40 0.99
N -0.04 -0.22 -0.72
O -1.98 -2.31 -1.10
O 0.09 -3.02 -0.03
S -1.10 -2.20 0.03
H 1.07 1.47 -1.11
H 0.84 2.38 1.09
H 0.85 0.70 1.68
H -0.67 1.46 1.26
H 0.07 -0.52 -1.69
*
```

The largest force on an atom comes out at 0.83 eV/A. As for the gap between HOMO and LUMO: 10.53 eV. For the energy relative to the best compared isomer or geometry (same formula, charge and spin), the calculation gives 24.3 kcal/mol. Its lowest unoccupied orbital energy is 0.418 eV.

---

Entry from the Open Molecules 2025 dataset: a structure of composition C38H29N2OS7V at a distorted geometry (ωB97M-V with the def2-TZVPD basis set).

Geometry as ORCA input:
```
! wB97M-V def2-TZVPD RIJCOSX def2/J DEFGRID3
* xyz -1 4
V -1.93 0.13 1.65
S -4.46 0.94 1.65
C -4.71 0.71 -0.06
C -5.54 1.59 -0.79
C -5.75 1.44 -2.15
C -5.16 0.39 -2.85
C -4.36 -0.50 -2.17
C -4.13 -0.33 -0.81
S -3.14 -1.50 0.09
C -1.63 -1.61 -0.92
C -0.45 -1.88 -0.03
C 0.44 -2.90 -0.29
C 1.57 -3.03 0.52
C 1.80 -2.10 1.50
C 0.86 -1.08 1.69
C 1.20 0.08 2.59
S -0.12 1.29 2.92
C 0.38 2.63 1.86
C 1.39 3.46 2.32
C 1.84 4.53 1.57
C 1.22 4.78 0.34
C 0.19 3.97 -0.10
C -0.26 2.85 0.63
S -1.55 1.89 -0.04
N -0.28 -1.05 1.02
H -5.99 2.41 -0.26
H -6.38 2.15 -2.66
H -5.33 0.28 -3.92
H -3.90 -1.33 -2.69
H -1.47 -0.62 -1.37
H -1.70 -2.37 -1.70
H 0.25 -3.58 -1.11
H 2.27 -3.85 0.36
H 2.68 -2.12 2.12
H 1.99 0.63 2.08
H 1.59 -0.28 3.54
H 1.83 3.25 3.29
H 2.63 5.17 1.93
H 1.53 5.62 -0.27
H -0.28 4.18 -1.05
S -3.03 1.35 4.84
C -2.94 -0.30 4.61
N -2.44 -0.95 3.57
C -2.52 -2.33 3.73
C -2.02 -3.30 2.87
C -2.16 -4.64 3.17
C -2.79 -5.05 4.35
C -3.27 -4.10 5.23
C -3.13 -2.76 4.93
S -3.57 -1.37 5.86
H -1.52 -3.01 1.96
H -1.77 -5.38 2.48
H -2.90 -6.11 4.57
H -3.74 -4.41 6.16
O 1.46 0.47 -0.61
S 1.89 1.47 -1.63
C 3.68 1.55 -1.46
C 4.39 2.50 -2.18
C 5.77 2.56 -2.02
C 6.41 1.69 -1.15
C 5.68 0.76 -0.43
C 4.30 0.68 -0.58
C 1.86 0.61 -3.20
C 1.88 -0.78 -3.20
C 1.83 -1.45 -4.41
C 1.75 -0.74 -5.60
C 1.71 0.65 -5.59
C 1.75 1.33 -4.38
H 3.88 3.18 -2.84
H 6.34 3.30 -2.57
H 7.48 1.75 -1.03
H 6.18 0.09 0.25
H 3.70 -0.02 -0.03
H 1.91 -1.30 -2.25
H 1.84 -2.53 -4.43
H 1.70 -1.27 -6.55
H 1.62 1.20 -6.51
H 1.69 2.41 -4.35
*
```

The largest force on an atom comes out at 1.45 eV/A. As for the gap between HOMO and LUMO (spin up / spin down): 5.66 / 5.69 eV. For the energy relative to the best compared isomer or geometry (same formula, charge and spin), the calculation gives 22.0 kcal/mol. Its lowest unoccupied orbital energy (spin up / spin down) is 1.976 / 1.975 eV.